C4H6N3 | ωB97M-V with the def2-TZVPD basis set

```
! wB97M-V def2-TZVPD RIJCOSX def2/J DEFGRID3
* xyz 1 3
C 1.95 -0.03 -0.09
C 0.54 1.92 0.15
C 0.70 0.57 0.05
C -0.54 -0.55 0.07
N 2.97 -0.52 0.03
N -0.24 -1.80 0.24
N -1.69 -0.13 -0.33
H -0.39 2.48 0.36
H 1.39 2.65 0.01
H 0.67 -2.31 0.17
H -0.95 -2.45 0.33
H -1.92 0.86 -0.73
H -2.48 -0.69 -0.25
*
```

The expectation value of S² is 2.019. The electronic energy comes out at -8703.6638 eV.

Let us look at the Mulliken charges, expressed in e, one per atom:
1. C 0.12
2. C -1.17
3. C 0.67
4. C 0.71
5. N -0.25
6. N -0.34
7. N -0.34
8. H 0.35
9. H 0.32
10. H 0.26
11. H 0.20
12. H 0.27
13. H 0.21


C18H66O15 | ωB97M-V with the def2-TZVPD basis set

```
! wB97M-V def2-TZVPD RIJCOSX def2/J DEFGRID3
* xyz 0 1
O -2.10 -6.37 -2.81
H -2.50 -6.42 -1.94
H -2.83 -6.46 -3.42
O -7.07 1.57 -3.30
H -6.48 2.12 -2.78
H -7.76 2.17 -3.59
O -8.02 -2.89 -2.30
H -7.78 -2.30 -1.58
H -7.88 -2.36 -3.09
O -4.58 3.27 -0.53
H -4.66 2.74 0.26
H -4.62 4.18 -0.21
O 1.67 -7.09 -2.46
H 1.59 -7.95 -2.05
H 0.85 -6.64 -2.25
O -4.45 -7.52 0.82
H -4.92 -7.09 1.53
H -5.06 -8.18 0.49
O -2.58 -0.15 -6.21
H -2.29 -0.34 -5.32
H -1.89 0.39 -6.58
O -1.38 4.87 -2.58
H -1.95 4.39 -1.99
H -0.83 5.40 -2.01
O -5.58 -4.70 4.05
H -5.88 -3.80 4.15
H -6.38 -5.22 4.09
C 2.92 1.20 -6.88
C 2.58 2.62 -6.45
C 2.42 3.56 -7.62
O 1.34 2.50 -5.75
H 2.07 0.66 -7.30
H 3.27 0.61 -6.04
H 3.75 1.17 -7.59
H 3.34 2.96 -5.75
H 3.44 3.86 -7.89
H 1.88 4.48 -7.42
H 1.93 3.08 -8.47
H 1.10 3.27 -5.23
C 2.87 -2.66 4.94
C 2.80 -4.16 4.70
C 2.28 -4.63 3.30
O 4.14 -4.65 4.73
H 3.28 -2.19 4.05
H 3.52 -2.31 5.75
H 1.83 -2.43 5.15
H 2.23 -4.61 5.50
H 1.46 -4.03 2.92
H 1.80 -5.60 3.46
H 3.10 -4.78 2.60
H 4.07 -5.61 4.73
C -2.67 -2.30 -0.52
C -1.86 -1.58 -1.50
C -0.54 -1.20 -0.90
O -1.46 -2.25 -2.66
H -2.07 -3.09 -0.07
H -3.59 -2.65 -0.99
H -2.94 -1.67 0.33
H -2.32 -0.63 -1.79
H 0.15 -2.04 -0.81
H -0.56 -0.64 0.04
H -0.13 -0.47 -1.59
H -1.41 -3.19 -2.47
C 2.29 7.03 2.38
C 1.88 5.99 1.36
C 1.15 4.77 2.03
O 1.03 6.56 0.44
H 3.01 7.76 2.01
H 2.76 6.59 3.26
H 1.44 7.54 2.84
H 2.73 5.58 0.81
H 0.64 5.12 2.93
H 1.84 3.98 2.35
H 0.37 4.41 1.36
H 1.52 7.31 0.09
C 6.02 0.83 -0.30
C 7.50 0.26 -0.35
C 8.48 1.42 -0.43
O 7.64 -0.41 0.83
H 5.80 1.33 0.64
H 5.21 0.11 -0.39
H 5.91 1.43 -1.20
H 7.56 -0.42 -1.20
H 8.41 1.95 -1.38
H 9.52 1.14 -0.25
H 8.26 2.06 0.43
H 8.43 -0.96 0.78
C -5.19 1.59 5.06
C -4.16 0.54 5.56
C -2.74 1.10 5.40
O -4.48 0.20 6.89
H -5.21 1.57 3.97
H -4.97 2.63 5.29
H -6.18 1.40 5.46
H -4.29 -0.43 5.08
H -2.52 1.42 4.38
H -2.05 0.32 5.73
H -2.67 1.96 6.06
H -3.57 0.11 7.17
*
```

The electronic energy comes out at -50446.2843 eV.

Let us look at the Mulliken charges, expressed in e, one per atom:
1. O -0.62
2. H 0.32
3. H 0.30
4. O -0.63
5. H 0.32
6. H 0.31
7. O -0.64
8. H 0.31
9. H 0.33
10. O -0.62
11. H 0.31
12. H 0.32
13. O -0.64
14. H 0.32
15. H 0.31
16. O -0.63
17. H 0.31
18. H 0.32
19. O -0.64
20. H 0.32
21. H 0.32
22. O -0.63
23. H 0.30
24. H 0.33
25. O -0.63
26. H 0.31
27. H 0.32
28. C -1.32
29. C 0.55
30. C -1.21
31. O -0.53
32. H 0.32
33. H 0.33
34. H 0.36
35. H 0.22
36. H 0.36
37. H 0.35
38. H 0.29
39. H 0.28
40. C -1.21
41. C 0.52
42. C -1.21
43. O -0.58
44. H 0.29
45. H 0.34
46. H 0.31
47. H 0.22
48. H 0.31
49. H 0.37
50. H 0.33
51. H 0.31
52. C -1.39
53. C 0.63
54. C -1.32
55. O -0.52
56. H 0.35
57. H 0.33
58. H 0.37
59. H 0.24
60. H 0.32
61. H 0.37
62. H 0.31
63. H 0.30
64. C -1.40
65. C 0.54
66. C -1.17
67. O -0.54
68. H 0.42
69. H 0.36
70. H 0.35
71. H 0.20
72. H 0.29
73. H 0.33
74. H 0.31
75. H 0.31
76. C -1.28
77. C 0.41
78. C -1.18
79. O -0.53
80. H 0.33
81. H 0.34
82. H 0.34
83. H 0.27
84. H 0.33
85. H 0.34
86. H 0.31
87. H 0.32
88. C -1.19
89. C 0.54
90. C -1.36
91. O -0.54
92. H 0.27
93. H 0.31
94. H 0.35
95. H 0.15
96. H 0.35
97. H 0.42
98. H 0.37
99. H 0.32


C4N4O | ωB97M-V with the def2-TZVPD basis set

```
! wB97M-V def2-TZVPD RIJCOSX def2/J DEFGRID3
* xyz 0 1
C 1.73 -1.60 0.18
C 1.10 1.15 -0.23
C -2.08 -0.28 -0.37
C -0.19 1.03 0.29
N 2.36 -2.51 0.30
N 2.15 1.48 -0.54
N -2.55 -1.27 -0.68
N -1.41 0.84 -0.20
O -1.10 1.15 1.26
*
```

The electronic energy comes out at -12144.6677 eV.

Let us look at the Mulliken charges, expressed in e, one per atom:
1. C 0.05
2. C 0.23
3. C 0.47
4. C 0.59
5. N -0.17
6. N -0.29
7. N -0.27
8. N -0.29
9. O -0.30


C25H30Cl2FHfN3OS | ωB97M-V with the def2-TZVPD basis set

```
! wB97M-V def2-TZVPD RIJCOSX def2/J DEFGRID3
* xyz 0 1
Hf 0.15 -0.04 0.96
C -0.93 0.82 6.92
N -0.61 -0.10 5.85
C -0.26 0.28 4.61
N -0.18 1.56 4.35
S 0.03 -0.99 3.47
H -1.07 0.26 7.84
H -1.84 1.38 6.71
H -0.11 1.52 7.08
H -0.76 -1.09 5.99
H -0.39 2.24 5.06
H 0.14 1.93 3.43
C 2.91 -2.58 -2.84
C 3.93 -2.29 -1.94
C 3.74 -1.40 -0.90
C 2.50 -0.75 -0.73
C 1.49 -1.01 -1.67
C 1.69 -1.93 -2.70
N 2.17 0.03 0.38
C 3.19 0.81 0.99
C 3.24 0.97 2.37
C 4.19 1.79 2.96
C 5.12 2.47 2.19
C 5.09 2.31 0.81
C 4.14 1.49 0.22
H 3.07 -3.28 -3.65
H 4.89 -2.79 -2.04
H 4.53 -1.21 -0.18
H 0.54 -0.48 -1.61
H 0.89 -2.13 -3.40
H 2.55 0.41 2.99
H 4.20 1.89 4.04
H 5.86 3.11 2.65
H 5.81 2.83 0.19
H 4.11 1.38 -0.86
C 1.40 3.72 1.66
O 0.61 2.63 2.11
C -0.23 1.98 1.13
C -0.90 2.99 0.22
H 2.08 3.99 2.47
H 0.78 4.59 1.41
H 2.00 3.43 0.79
H -0.23 3.38 -0.56
H -1.30 3.86 0.76
H -1.75 2.53 -0.29
Cl 0.69 -2.89 0.95
C 0.94 -4.19 -0.24
Cl -0.53 -4.58 -1.13
H 1.27 -5.05 0.32
H 1.69 -3.84 -0.94
F -4.23 -1.38 4.73
C -3.68 -1.21 3.50
C -3.27 -2.32 2.79
C -2.68 -2.12 1.56
C -2.49 -0.84 1.01
C -1.68 -0.64 -0.24
C -2.98 0.24 1.75
C -3.57 0.07 3.00
H -3.41 -3.31 3.21
H -2.35 -2.98 0.99
H -2.04 0.18 -0.85
H -1.63 -1.55 -0.84
H -2.89 1.24 1.35
H -3.95 0.90 3.57
*
```

The electronic energy comes out at -72832.9712 eV.

Let us look at the Mulliken charges, expressed in e, one per atom:
1. Hf -1.13
2. C -1.09
3. N -0.11
4. C 0.73
5. N -0.14
6. S -0.51
7. H 0.35
8. H 0.33
9. H 0.35
10. H 0.27
11. H 0.26
12. H 0.19
13. C -0.61
14. C -0.59
15. C -0.10
16. C 0.28
17. C -0.57
18. C -0.85
19. N 0.66
20. C -0.11
21. C 0.08
22. C -0.71
23. C -0.59
24. C -0.62
25. C 0.04
26. H 0.38
27. H 0.36
28. H 0.45
29. H 0.66
30. H 0.42
31. H 0.21
32. H 0.40
33. H 0.39
34. H 0.38
35. H 0.47
36. C -0.95
37. O -0.77
38. C 1.35
39. C -1.62
40. H 0.37
41. H 0.36
42. H 0.24
43. H 0.34
44. H 0.39
45. H 0.41
46. Cl 0.06
47. C -0.13
48. Cl -0.16
49. H 0.41
50. H -0.07
51. F -0.40
52. C 0.59
53. C -0.76
54. C -0.16
55. C -0.30
56. C -1.22
57. C 0.21
58. C -0.86
59. H 0.45
60. H 0.34
61. H 0.53
62. H 0.58
63. H 0.37
64. H 0.49